Below is a molecular structure, C36H29BrN4PRhS in a non-equilibrium geometry, with properties calculated with ωB97M-V/def2-TZVPD.

Positions of all 73 atoms, in Å:
Rh1 -0.6463 -0.7552 0.1428
C1 2.4952 -3.2340 1.4593
C2 1.3126 -2.8989 0.6378
N1 0.3994 -2.1220 1.1656
N2 0.2420 -1.9789 2.4680
C3 -1.1068 -2.0079 2.7217
N3 -1.5829 -1.8457 3.9985
S1 -2.2951 -2.1407 1.4503
C4 1.0620 -3.3975 -0.7828
C5 1.1021 -4.7850 -0.9177
C6 0.7933 -5.3661 -2.1814
C7 0.5612 -4.5407 -3.2592
C8 0.4605 -3.0230 -3.1602
N4 0.5709 -2.5344 -1.7751
H1 2.1101 -3.3470 2.4846
H2 3.1194 -2.3595 1.4466
H3 2.9154 -4.1821 1.1522
H4 -0.8957 -1.7570 4.7556
H5 -2.4927 -2.2144 4.2023
H6 1.3292 -5.5189 -0.1354
H7 0.7392 -6.4560 -2.2911
H8 0.2219 -4.8998 -4.2594
H9 1.2600 -2.5042 -3.7424
C9 -1.4092 1.6204 5.3257
C10 -0.0129 1.5255 5.1089
C11 0.4729 1.4172 3.8354
C12 -0.4527 1.3723 2.7399
C13 -1.8213 1.5534 2.9929
C14 -2.3191 1.6538 4.2885
P1 0.1361 1.0861 1.0414
C15 1.8763 1.4722 0.8711
C16 2.2321 2.3140 -0.1198
C17 3.5258 2.8516 -0.2103
C18 4.4861 2.4534 0.6675
C19 4.1849 1.4222 1.5600
C20 2.9316 0.9301 1.6676
C21 -0.7943 2.3109 0.0540
C22 -0.4569 3.7166 0.1893
C23 -1.1231 4.6117 -0.6363
C24 -2.1051 4.1664 -1.5110
C25 -2.4401 2.8001 -1.6010
C26 -3.4318 2.3194 -2.4766
C27 -3.7629 0.9922 -2.4185
C28 -3.1114 0.0615 -1.5680
C29 -2.0229 0.4394 -0.8269
C30 -1.7286 1.8458 -0.8103
H10 -1.8196 1.8305 6.3031
H11 0.6884 1.5528 5.9543
H12 1.5329 1.5382 3.6415
H13 -2.5065 1.6471 2.1446
H14 -3.3635 1.7915 4.4569
H15 1.4705 2.5532 -0.9142
H16 3.7156 3.6540 -0.9641
H17 5.5145 2.9343 0.6840
H18 5.0111 1.0767 2.2190
H19 2.6523 0.1521 2.3876
H20 0.1822 4.0423 0.9534
H21 -0.8581 5.6762 -0.5560
H22 -2.7669 4.8134 -2.1324
H23 -3.9464 3.1110 -3.0283
H24 -4.6984 0.6133 -2.8565
H25 -3.4057 -0.9663 -1.5917
Br1 -1.1110 1.1979 -5.6049
C31 -0.4653 -0.1208 -4.3824
C32 0.5937 0.3234 -3.5902
C33 0.9834 -0.1481 -2.2768
C34 0.3892 -1.1444 -1.5215
C35 -0.7877 -2.5926 -3.8097
C36 -1.0468 -1.4325 -4.5063
H26 1.1619 1.0988 -4.0090
H27 1.7016 0.4919 -1.7484
H28 -1.6467 -3.2192 -3.6028
H29 -1.7028 -1.5421 -5.3932

Atomic forces in eV per Å
-3.5 -1.3 -1.5
-1.3 -1.4 0.8
-1.6 1.5 -0.3
2.0 -1.8 -2.9
-2.6 0.0 3.4
1.7 0.4 0.2
1.6 -0.1 -0.4
0.5 0.6 -0.1
-0.2 -0.8 1.2
0.3 1.1 0.1
-0.6 1.1 -2.5
-0.5 -1.0 0.5
1.4 0.4 -0.2
0.5 0.1 1.1
0.4 0.0 -0.2
0.8 0.1 -0.2
0.7 0.2 -0.1
-0.6 -0.2 -0.6
-0.1 0.1 0.0
0.1 1.0 0.1
0.1 0.5 0.0
0.6 0.0 1.0
0.0 -0.5 0.2
0.3 0.4 0.4
-0.8 0.0 1.0
-0.9 0.3 -1.4
0.9 0.7 1.2
0.2 -0.3 -0.9
1.4 -0.1 -0.6
-1.3 1.2 0.9
0.8 -1.0 1.3
-0.3 1.5 -2.5
-0.5 1.1 -1.2
1.7 0.5 0.3
2.1 0.1 0.8
-2.3 -0.5 0.4
3.1 3.2 2.0
-2.2 -3.0 -1.3
-0.2 0.8 -0.2
-0.7 0.0 -0.3
0.9 -0.1 0.1
-0.5 0.1 0.3
-1.5 0.0 0.2
1.1 0.5 -0.1
0.5 0.1 -0.1
-1.2 -0.3 -1.0
0.3 -0.3 0.3
-0.4 0.1 -0.3
-0.1 -0.5 0.1
0.2 -0.2 0.2
-0.5 0.1 0.1
1.0 0.2 1.1
-0.1 -0.9 0.7
-1.5 -0.8 -0.1
-0.8 0.0 -0.5
0.4 0.2 -0.2
1.0 0.4 0.8
-0.4 -0.5 -0.1
1.0 -0.1 0.6
-0.2 -0.7 -0.2
0.6 0.4 -0.4
-0.3 -0.5 0.0
0.1 -0.2 0.0
-1.1 -2.6 -1.3
1.4 -1.7 4.6
-0.4 3.0 -4.5
-0.5 -3.7 1.0
-1.0 0.2 0.3
0.5 1.9 -0.9
0.7 1.2 -0.2
0.2 -0.2 -0.4
0.0 -0.4 -0.6
-0.5 0.3 1.2

Calculated values
Total charge: 0
Electronic energy (eV): -136929.17617
Multiplicity: 5
Kohn-Sham gap (alpha / beta) (eV): 6.10 / 5.10



Below is a molecular structure, C7H19AgCl2O6P in a non-equilibrium geometry, with properties calculated with ωB97M-V/def2-TZVPD.

Positions of all 36 atoms, in Å:
Ag1 -0.6841 -2.2178 1.2864
Cl1 0.9506 -4.3657 1.3529
Cl2 -2.8939 -3.3813 2.4146
C1 -0.6068 1.1413 -2.2001
O1 0.6539 1.3941 -1.5676
P1 1.5695 0.1619 -1.1904
O2 0.9447 -0.9195 -0.4590
O3 2.1398 -0.3243 -2.5992
C2 2.9262 0.5475 -3.3900
O4 2.7780 0.8830 -0.4901
C3 3.3380 0.3017 0.7051
H1 -1.3590 1.7729 -1.7351
H2 -0.9171 0.1078 -2.0248
H3 -0.5122 1.3159 -3.2699
H4 2.5905 0.5037 -4.4340
H5 3.9635 0.2159 -3.4063
H6 2.8244 1.6011 -3.1253
H7 4.4167 0.4407 0.6514
H8 3.0877 -0.7539 0.7819
H9 2.9872 0.8625 1.5697
C4 -3.1737 -1.5590 -0.5273
O5 -2.1801 -0.7869 0.1395
C5 -2.6601 0.2537 0.9480
C6 -1.4932 0.9392 1.6391
O6 -0.7427 0.0238 2.3926
C7 0.2231 0.6585 3.1976
H10 -3.1500 -1.3472 -1.6021
H11 -4.1554 -1.3791 -0.0874
H12 -2.9625 -2.6182 -0.3863
H13 -3.3720 -0.1225 1.6901
H14 -3.1363 1.0110 0.3043
H15 -1.9529 1.6500 2.3465
H16 -0.8887 1.4976 0.9113
H17 -0.2627 1.3470 3.8990
H18 0.9053 1.2625 2.5803
H19 0.8044 -0.1181 3.6845

Atomic forces in eV per Å
0.5 -1.7 0.5
-0.1 0.7 -0.1
0.0 0.5 -0.2
-0.1 -0.7 0.1
0.0 0.6 0.2
0.1 -0.2 -0.6
-0.3 -0.3 0.2
0.0 0.0 0.1
0.0 0.2 -1.1
0.2 0.3 0.2
0.3 0.2 0.1
0.1 0.2 -0.1
0.0 0.0 0.0
-0.1 0.2 0.0
-0.2 -0.3 0.2
0.1 0.2 0.4
0.2 -0.1 0.4
0.0 -0.1 -0.1
-0.1 0.0 0.1
-0.2 -0.1 0.0
-0.1 -0.2 0.1
0.1 0.1 -0.4
0.2 0.1 -0.1
-0.7 0.1 0.4
0.1 0.1 -0.1
0.0 0.2 -0.5
-0.2 0.3 0.1
-0.1 0.1 -0.2
0.1 0.1 0.2
0.0 -0.1 0.0
-0.2 0.0 0.2
0.1 0.2 -0.2
0.2 -0.2 0.1
0.1 -0.2 0.2
0.0 -0.1 0.0
-0.1 0.0 0.2

Calculated values
Total charge: -1
Electronic energy (eV): -58189.21933
Kohn-Sham gap (eV): 6.23



Below is a molecular structure, C33H34BrClI2N2O2PReSe3Si, with properties calculated with ωB97M-V/def2-TZVPD.

Positions of all 81 atoms, in Å:
Re1 0.4801 0.0875 0.5910
Se1 -1.8487 0.4709 -0.1514
P1 -2.2195 -1.6186 0.4464
Se2 -0.1472 -2.3128 0.6585
C1 -3.1078 -1.6770 2.0125
C2 -2.9683 -2.7957 2.8319
C3 -3.7189 -2.8949 3.9914
C4 -4.6145 -1.8877 4.3277
C5 -4.7492 -0.7719 3.5151
C6 -3.9907 -0.6590 2.3587
C7 -3.1951 -2.5737 -0.7236
C8 -2.5642 -3.3020 -1.7280
C9 -3.3266 -3.9809 -2.6661
C10 -4.7115 -3.9233 -2.6071
C11 -5.3419 -3.1924 -1.6081
C12 -4.5879 -2.5210 -0.6608
H1 -2.2709 -3.5823 2.5693
H2 -3.6060 -3.7588 4.6324
H3 -5.2038 -1.9715 5.2315
H4 -5.4402 0.0166 3.7825
H5 -4.0799 0.2219 1.7354
H6 -1.4824 -3.3383 -1.7720
H7 -2.8389 -4.5556 -3.4419
H8 -5.3045 -4.4540 -3.3401
H9 -6.4218 -3.1530 -1.5627
H10 -5.0814 -1.9670 0.1276
Cl1 3.9209 -1.0523 6.5905
C13 2.7421 -0.6617 5.3850
C14 1.4522 -0.4074 5.7531
C15 0.4716 -0.0748 4.7929
I1 -1.4765 0.3277 5.3658
C16 0.8029 -0.0142 3.4641
O1 -0.0169 0.3453 2.4876
C17 2.1330 -0.3070 3.0837
N1 2.3608 -0.2447 1.7382
C18 3.5928 -0.4374 1.3127
C19 4.6569 -0.7316 2.1809
C20 4.4323 -0.8347 3.5251
C21 3.1312 -0.6118 4.0213
H11 1.1782 -0.4546 6.7978
H12 3.7514 -0.3609 0.2453
H13 5.6424 -0.8851 1.7650
H14 5.2335 -1.0762 4.2100
C22 2.9181 -3.1169 -0.9205
Si1 2.7423 -1.7774 -2.2011
C23 1.6999 -2.3340 -3.6353
C24 4.4154 -1.1942 -2.7699
Se3 1.6758 0.1663 -1.4767
H15 3.5991 -3.8753 -1.3177
H16 1.9640 -3.6000 -0.7172
H17 3.3337 -2.7626 0.0236
H18 2.1687 -3.1866 -4.1340
H19 1.5815 -1.5336 -4.3675
H20 0.7060 -2.6370 -3.3002
H21 4.9332 -2.0222 -3.2620
H22 5.0464 -0.8498 -1.9484
H23 4.3214 -0.3794 -3.4893
Br1 -1.0385 0.9953 -4.1727
C25 -1.5069 2.7715 -4.6283
C26 -2.1501 2.9805 -5.8407
C27 -2.5157 4.2613 -6.2192
C28 -2.2401 5.3368 -5.3883
C29 -1.5979 5.1298 -4.1786
C30 -1.2278 3.8469 -3.7934
I2 -0.2667 3.5935 -1.9618
H24 -2.3602 2.1351 -6.4808
H25 -3.0161 4.4156 -7.1655
H26 -2.5240 6.3393 -5.6781
H27 -1.3820 5.9652 -3.5273
C31 2.6189 5.1925 1.7075
N2 2.2934 3.9670 0.9947
C32 3.1403 3.6103 -0.1353
C33 1.2527 3.2310 1.3437
O2 0.8709 2.2213 0.7395
H28 3.6534 5.1564 2.0486
H29 1.9665 5.3037 2.5705
H30 2.4930 6.0537 1.0510
H31 3.2367 4.4698 -0.7984
H32 2.6956 2.7821 -0.6801
H33 4.1310 3.3245 0.2221
H34 0.7014 3.5954 2.2180

Atomic forces in eV per Å
-0.3 0.0 0.3
0.1 0.0 0.0
0.0 0.0 0.0
0.0 0.0 0.0
0.0 0.0 0.0
0.0 0.0 0.0
0.0 0.0 0.0
0.0 0.0 0.0
0.0 0.0 0.0
0.0 0.0 0.0
0.0 0.0 0.0
0.0 0.0 -0.1
0.0 0.0 0.0
0.0 0.0 0.0
0.0 0.0 0.0
0.0 0.0 0.0
0.0 0.0 0.0
0.0 0.0 0.0
0.0 0.0 0.0
0.0 0.0 0.0
0.0 0.0 0.0
0.0 0.0 0.0
0.0 0.0 0.0
0.0 0.0 0.0
0.0 0.0 0.0
0.0 0.0 0.0
0.0 0.0 0.0
0.0 0.0 0.0
0.0 0.0 0.0
0.0 0.0 0.1
0.0 0.0 0.0
0.0 0.0 -0.1
0.1 0.0 0.0
0.0 0.0 0.0
0.1 0.0 0.0
0.0 0.0 0.0
0.0 0.0 0.0
0.0 0.0 0.0
0.0 0.0 0.0
0.0 0.0 0.0
0.0 0.0 0.0
0.0 0.0 0.0
0.0 0.0 0.0
0.0 0.0 0.0
-0.1 0.0 0.0
0.0 -0.1 0.0
0.0 0.0 -0.1
0.2 0.1 -0.1
0.0 0.0 0.0
0.0 0.0 0.0
0.0 0.0 0.0
0.0 0.0 0.0
0.0 0.0 0.0
0.0 0.0 0.0
0.0 0.0 0.0
0.0 0.0 0.0
0.0 0.0 0.0
0.0 0.0 0.0
0.0 0.0 0.0
0.0 0.0 0.0
0.0 0.0 0.0
0.0 0.0 0.0
0.0 0.0 0.0
0.0 0.0 0.0
-0.1 0.0 0.0
0.0 0.0 0.0
0.0 0.0 0.0
0.0 0.0 0.0
0.0 0.0 0.0
0.0 0.0 0.0
0.0 0.0 0.0
0.0 0.0 0.0
-0.1 0.0 0.2
0.2 0.0 -0.3
0.0 0.0 0.0
0.0 0.0 0.0
0.0 0.0 0.0
0.0 0.0 0.0
0.0 0.0 0.0
0.0 0.0 0.0
0.0 0.0 0.0

Calculated values
Total charge: +1
Electronic energy (eV): -355949.71344
Multiplicity: 2
Kohn-Sham gap (alpha / beta) (eV): 6.31 / 6.95
Relative energy (zero: lowest compared OMol25 entry of this formula, charge and spin) (kcal per mole): 0.0



Below is a molecular structure, C27H27N6OOsS, with properties calculated with ωB97M-V/def2-TZVPD.

Positions of all 63 atoms, in Å:
Os1 0.2718 1.2908 0.7465
N1 0.7891 -1.4321 3.9012
C1 0.2080 -0.7544 2.8548
N2 0.8780 -0.3011 1.8502
C2 2.2766 -0.5541 1.7638
N3 2.9274 0.2824 0.9564
N4 2.2463 1.3889 0.5705
C3 2.2336 1.6704 -0.8511
C4 1.1094 2.6467 -1.2914
C5 1.2987 3.5696 -2.4380
C6 0.7409 4.7977 -2.3853
C7 -0.0552 5.2431 -1.2739
C8 -0.2594 4.3370 -0.2496
N5 0.2531 3.1216 -0.2278
C9 2.8146 -1.6407 2.5982
C10 4.0098 -2.3392 2.3945
C11 4.4236 -3.3412 3.2630
C12 3.6476 -3.6960 4.3524
C13 2.4373 -3.0542 4.5577
C14 2.0256 -2.0518 3.6924
H1 0.1645 -1.8841 4.5466
H2 -0.8581 -0.5774 2.8978
H3 3.1506 1.6528 -1.4326
H4 1.8945 3.2503 -3.2853
H5 0.9007 5.4746 -3.2205
H6 -0.4957 6.2283 -1.2410
H7 -0.9002 4.5895 0.5937
H8 4.6124 -2.0703 1.5445
H9 5.3627 -3.8458 3.0756
H10 3.9685 -4.4753 5.0323
H11 1.8010 -3.3251 5.3935
C15 0.8840 1.1645 -1.2852
C16 0.5556 0.2482 -2.3788
C17 0.9793 -1.0855 -2.3605
C18 0.6278 -1.9586 -3.3765
C19 -0.1402 -1.5165 -4.4504
C20 -0.5407 -0.1887 -4.4982
C21 -0.1979 0.6842 -3.4726
H12 1.5858 -1.4223 -1.5265
H13 0.9596 -2.9899 -3.3388
H14 -0.4103 -2.1993 -5.2473
H15 -1.1222 0.1710 -5.3399
H16 -0.4978 1.7256 -3.5115
O1 -1.8820 1.2496 1.1193
C22 -2.8083 1.1030 0.3375
C23 -2.6163 0.8644 -1.1203
C24 -2.4191 -0.6669 -1.2259
C25 -3.4337 -1.5571 -0.4849
C26 -3.3561 -1.5062 1.0534
C27 -4.1271 -0.3341 1.6868
N6 -4.0880 0.8587 0.8264
H17 -1.7266 1.3820 -1.4718
H18 -3.4917 1.1907 -1.6881
H19 -1.4205 -0.8814 -0.8331
H20 -2.4093 -0.9373 -2.2825
H21 -3.2224 -2.5838 -0.7924
H22 -4.4586 -1.3537 -0.8225
H23 -2.2996 -1.4427 1.3299
H24 -3.7367 -2.4401 1.4752
H25 -3.7168 -0.0804 2.6636
H26 -5.1785 -0.5884 1.8296
H27 -4.7325 0.7490 0.0569
S1 4.5633 0.1407 0.4400

Atomic forces in eV per Å
-0.3 0.0 0.4
0.0 -0.1 0.0
-0.1 0.0 0.0
0.1 0.1 -0.2
0.1 0.1 -0.1
-0.1 -0.3 0.1
0.1 0.2 0.0
0.0 0.1 -0.3
0.0 -0.2 -0.2
0.0 0.0 0.1
0.0 0.1 0.0
0.0 -0.1 0.0
0.0 0.0 -0.1
0.0 -0.1 0.2
0.0 0.0 0.0
-0.1 0.1 0.0
0.0 0.0 -0.1
0.0 0.0 0.0
0.0 0.0 0.0
0.0 0.0 0.0
0.0 0.0 0.0
0.0 0.0 0.0
0.0 -0.1 0.0
0.0 0.0 0.0
0.0 0.0 0.0
0.0 0.0 0.0
0.0 0.0 0.0
0.1 0.1 -0.1
0.0 0.0 0.0
0.0 0.0 0.0
0.0 0.0 0.0
0.0 0.0 0.2
0.1 0.0 -0.1
0.0 0.0 0.0
0.0 0.0 0.0
0.0 0.0 0.0
0.0 0.0 0.0
0.0 0.0 0.0
0.0 0.0 0.0
0.0 0.0 0.0
0.0 0.0 0.0
0.0 0.0 0.0
0.0 0.0 0.0
0.1 0.0 0.1
-0.2 0.0 -0.2
0.0 0.0 0.0
0.0 0.0 0.0
0.0 0.0 0.0
0.0 0.0 0.0
0.0 0.0 0.0
0.0 0.0 0.0
0.0 0.0 0.0
0.0 0.0 0.0
0.0 0.0 0.0
0.0 0.0 0.0
0.0 0.0 0.0
0.0 0.0 0.0
0.0 0.0 0.0
0.0 0.0 0.0
0.0 0.0 0.0
0.0 0.0 0.0
0.0 0.0 0.0
0.0 -0.1 0.1

Calculated values
Total charge: -1
Electronic energy (eV): -52724.90899
Kohn-Sham gap (eV): 4.57
Relative energy (zero: lowest compared OMol25 entry of this formula, charge and spin) (kcal per mole): 75.5